Here is C17H23NO4 in the gas phase from the OMol25 dataset. Energies are from the ωB97M-V functional and the def2-TZVPD basis.

Kohn-Sham gap = 9.923 eV
LUMO = 0.47 eV
E = -1017.3456 a.u.
HOMO level = -0.347 Eh
SMILES = CCCCCCC(=O)NCC(=O)OCC(=O)c1ccccc1

Positions of all 45 atoms, in Å:
C (3.000, -0.498, 3.472)
C (1.838, -1.050, 2.656)
C (2.296, -1.597, 1.306)
C (1.125, -2.098, 0.466)
C (1.570, -2.619, -0.899)
C (0.371, -3.024, -1.763)
C (-0.573, -1.858, -1.988)
O (-1.691, -1.794, -1.527)
N (-0.061, -0.887, -2.790)
C (-0.740, 0.365, -2.987)
C (-0.203, 1.497, -2.124)
O (-0.390, 2.663, -2.342)
O (0.491, 1.025, -1.084)
C (0.952, 1.982, -0.140)
C (-0.141, 2.862, 0.478)
O (0.159, 3.930, 0.954)
C (-1.522, 2.344, 0.445)
C (-1.824, 0.987, 0.547)
C (-3.135, 0.558, 0.461)
C (-4.155, 1.478, 0.276)
C (-3.866, 2.831, 0.200)
C (-2.558, 3.265, 0.290)
H (3.492, 0.313, 2.940)
H (2.649, -0.117, 4.428)
H (3.736, -1.277, 3.663)
H (1.346, -1.847, 3.218)
H (1.099, -0.259, 2.499)
H (3.004, -2.413, 1.470)
H (2.824, -0.812, 0.757)
H (0.601, -2.891, 1.003)
H (0.418, -1.282, 0.312)
H (2.150, -1.842, -1.404)
H (2.224, -3.484, -0.768)
H (0.717, -3.398, -2.729)
H (-0.190, -3.815, -1.264)
H (0.906, -0.940, -3.065)
H (-1.785, 0.207, -2.691)
H (-0.713, 0.674, -4.035)
H (1.440, 1.405, 0.650)
H (1.686, 2.650, -0.605)
H (-1.043, 0.261, 0.711)
H (-3.352, -0.497, 0.519)
H (-5.177, 1.138, 0.195)
H (-4.663, 3.549, 0.068)
H (-2.311, 4.314, 0.221)

natural (NBO) atomic charge list, values in e, 4 entries: number 1, C, carries -0.601; number 2, C, carries -0.388; number 3, C, carries -0.390; number 4, C, carries -0.398